A structure of composition C6H10O, computed with wB97M-V/def2-TZVPD.

Structure (ORCA input):
```
! wB97M-V def2-TZVPD RIJCOSX def2/J DEFGRID3
* xyz 0 1
C -0.683 0.346 -1.890
C -0.284 0.256 -0.446
C -0.019 1.345 0.550
C 1.184 0.537 1.101
C 0.749 -0.657 0.205
C -0.368 -1.531 0.753
O -1.417 -0.596 0.657
H -1.426 1.134 -2.042
H 0.161 0.557 -2.572
H -1.098 -0.618 -2.187
H -0.010 2.412 0.319
H -0.874 1.042 1.160
H 1.150 0.344 2.177
H 2.167 0.939 0.838
H 1.506 -1.196 -0.366
H -0.178 -2.000 1.731
H -0.559 -2.315 0.012
*
```

Summary:
**E_HOMO**: -8.9 eV
**Orbital gap**: 9.937 eV
**Relative energy (zero: lowest compared OMol25 entry of this formula, charge and spin)**: 66.29 kcal/mol
**LUMO**: 0.037 hartree